(1)
# C5H6CuMgO4

A molecular structure, C5H6CuMgO4 in a non-equilibrium geometry (the ωB97M-V functional and the def2-TZVPD basis, OMol25).

```
! RIJCOSX wB97M-V def2-TZVPD def2/J DEFGRID3
* xyz 0 2
O -2.731 -1.095 -0.890
C -1.872 -0.428 -0.258
O -2.171 0.324 0.704
O -0.612 -0.511 -0.705
C 0.236 0.640 -0.723
Cu -4.599 -0.450 0.546
H -0.410 1.508 -0.924
H 0.615 0.966 0.253
C 1.462 0.503 -1.708
C 2.478 -0.291 -0.978
H 1.669 1.534 -2.035
H 1.168 -0.037 -2.622
Mg 5.163 0.910 1.036
O 3.731 -0.321 1.057
C 2.655 -0.593 0.331
H 3.386 -0.792 -1.453
H 1.730 -0.751 0.916
*
```

Lowest unoccupied orbital energy (alpha / beta) ... -0.067 / -0.067 Eh
Orbital gap (alpha / beta) ... 5.032 / 5.039 eV
Energy relative to the best compared isomer or geometry (same formula, charge and spin) ... 0.0 kJ/mol
M ... 217.950 u
HOMO energy (alpha / beta) ... -6.86 / -6.87 eV

=====

(2)
# C22H26Cl40FNO4S

11 unconnected molecules or ions with the total composition C22H26Cl40FNO4S in a non-equilibrium geometry (the ωB97M-V functional and the def2-TZVPD basis, OMol25).

```
! RIJCOSX wB97M-V def2-TZVPD def2/J DEFGRID3
* xyz 0 1
C -3.931 -0.167 -2.683
O -2.946 -0.504 -1.722
C -2.733 0.518 -0.765
C -2.049 -0.090 0.477
C -0.573 0.338 0.681
C 0.441 -0.520 -0.101
C 0.272 -0.437 -1.653
C 1.673 -0.428 -2.361
C 1.894 0.845 -3.231
C 3.346 1.365 -3.118
C 3.669 2.026 -1.767
N 2.903 3.264 -1.429
C 1.615 3.022 -0.750
O 1.690 3.518 0.571
C 2.410 2.551 1.383
S 2.732 4.325 -2.691
O 2.584 5.624 -2.107
O 1.668 4.040 -3.608
F 4.142 4.358 -3.406
H -4.701 0.516 -2.302
H -3.465 0.230 -3.598
H -4.440 -1.099 -2.965
H -2.113 1.331 -1.183
H -3.678 0.988 -0.446
H -2.592 0.283 1.355
H -2.141 -1.184 0.512
H -0.497 1.399 0.400
H -0.308 0.250 1.744
H 1.474 -0.233 0.136
H 0.281 -1.570 0.177
H -0.288 -1.294 -2.032
H -0.243 0.502 -1.883
H 2.486 -0.590 -1.642
H 1.674 -1.299 -3.029
H 1.769 0.518 -4.272
H 1.150 1.623 -3.043
H 3.641 1.970 -3.984
H 3.980 0.466 -3.175
H 3.405 1.292 -0.993
H 4.743 2.203 -1.634
H 1.338 1.961 -0.769
H 0.797 3.560 -1.242
H 1.857 1.600 1.301
H 2.314 2.855 2.422
H 3.452 2.404 1.088
Cl -1.404 -3.596 -2.353
C -3.062 -4.204 -2.260
Cl -3.794 -3.691 -0.741
Cl -3.997 -3.550 -3.610
Cl -3.053 -5.970 -2.344
Cl 6.646 6.523 -6.984
C 4.958 5.999 -6.932
Cl 4.202 6.568 -5.445
Cl 4.096 6.652 -8.330
Cl 4.890 4.229 -6.963
Cl -3.914 1.579 3.415
C -2.505 2.074 4.359
Cl -2.930 3.456 5.373
Cl -1.960 0.739 5.387
Cl -1.201 2.522 3.252
Cl -5.191 -1.934 1.520
C -5.330 -2.184 3.271
Cl -3.864 -1.600 4.058
Cl -6.731 -1.296 3.885
Cl -5.527 -3.907 3.606
Cl -7.273 3.909 1.407
C -7.864 2.305 1.855
Cl -6.614 1.100 1.521
Cl -8.254 2.278 3.580
Cl -9.311 1.924 0.915
Cl 2.033 -2.453 3.294
C 1.844 -4.035 2.526
Cl 3.435 -4.685 2.113
Cl 1.031 -5.141 3.640
Cl 0.882 -3.861 1.054
Cl 4.132 7.504 0.994
C 4.039 6.305 2.289
Cl 3.279 4.829 1.673
Cl 5.679 5.950 2.877
Cl 3.069 6.952 3.623
Cl -3.109 -6.980 3.888
C -4.483 -7.870 4.555
Cl -5.802 -6.741 4.897
Cl -5.025 -9.076 3.383
Cl -3.998 -8.672 6.052
Cl 6.802 -0.099 -3.534
C 6.433 -0.198 -5.263
Cl 5.087 -1.318 -5.515
Cl 5.987 1.403 -5.863
Cl 7.856 -0.779 -6.132
Cl 0.219 -7.510 5.724
C 0.222 -8.659 7.070
Cl -0.482 -10.190 6.537
Cl 1.883 -8.930 7.608
Cl -0.731 -8.002 8.405
*
```

Lowest unoccupied orbital energy ... -0.004 Eh
Orbital gap ... 9.727 eV
M ... 1837.638 u
SMILES string ... COCCCCCCCCCN(COC)S(=O)(=O)F.ClC(Cl)(Cl)Cl.ClC(Cl)(Cl)Cl.ClC(Cl)(Cl)Cl.ClC(Cl)(Cl)Cl.ClC(Cl)(Cl)Cl.ClC(Cl)(Cl)Cl.ClC(Cl)(Cl)Cl.ClC(Cl)(Cl)Cl.ClC(Cl)(Cl)Cl.ClC(Cl)(Cl)Cl
HOMO energy ... -9.84 eV

=====

(3)
# C3H8ClNS

2 unconnected molecules or ions with the total composition C3H8ClNS in a non-equilibrium geometry (the ωB97M-V functional and the def2-TZVPD basis, OMol25).

```
! RIJCOSX wB97M-V def2-TZVPD def2/J DEFGRID3
* xyz 0 1
C -0.383 1.857 -0.166
N -0.301 0.480 -0.466
C -1.155 -0.357 -0.182
C -0.808 -1.781 -0.042
Cl -2.782 -0.024 0.550
H 0.293 1.865 0.619
H 0.056 2.651 -0.864
H -1.337 2.267 0.194
H -0.681 -1.743 1.028
H -1.575 -2.433 -0.345
H 0.202 -1.911 -0.544
S 2.840 0.036 0.554
H 2.430 0.347 -0.735
H 3.202 -1.254 0.398
*
```

Lowest unoccupied orbital energy ... 0.027 Eh
Orbital gap ... 10.201 eV
Energy relative to the best compared isomer or geometry (same formula, charge and spin) ... 111.9 kJ/mol
M ... 125.624 u
SMILES string ... C/N=C(/C)Cl.S
HOMO energy ... -9.47 eV

=====

(4)
# C35H88N4O2PS

5 unconnected molecules or ions with the total composition C35H88N4O2PS in a non-equilibrium geometry (the ωB97M-V functional and the def2-TZVPD basis, OMol25).

```
! RIJCOSX wB97M-V def2-TZVPD def2/J DEFGRID3
* xyz -1 1
C -9.502 2.535 -1.176
O -9.311 2.126 0.159
C -9.146 0.736 0.363
C -8.089 0.505 1.427
C -6.762 1.162 1.000
C -5.579 0.310 1.421
C -4.244 1.035 1.269
C -3.199 0.271 0.445
C -3.706 -0.393 -0.829
P -4.263 0.830 -2.198
O -5.854 0.070 -2.328
C -3.516 -0.284 -3.595
C -3.952 -1.754 -3.624
C -2.736 -2.695 -3.626
S -3.157 -4.374 -3.013
H -9.162 1.795 -1.895
H -8.925 3.439 -1.339
H -10.548 2.765 -1.389
H -8.802 0.229 -0.537
H -10.093 0.283 0.672
H -8.413 0.942 2.368
H -7.977 -0.574 1.515
H -6.765 1.238 -0.082
H -6.704 2.141 1.460
H -5.610 -0.627 0.879
H -5.726 0.064 2.475
H -3.824 1.218 2.258
H -4.383 2.004 0.812
H -2.357 0.910 0.190
H -2.776 -0.513 1.079
H -4.474 -1.134 -0.643
H -2.865 -0.946 -1.247
H -4.651 1.817 -3.236
H -4.809 1.744 -1.209
H -2.973 1.536 -2.065
H -6.197 0.213 -3.228
H -2.436 -0.199 -3.531
H -3.794 0.175 -4.541
H -4.551 -2.030 -2.767
H -4.501 -1.991 -4.531
H -1.991 -2.333 -2.930
H -2.299 -2.779 -4.613
H -4.332 -4.511 -3.639
C 1.258 1.026 -2.056
C 2.438 1.623 -1.307
N 2.175 2.947 -0.775
C 3.370 3.604 -0.287
C 4.090 2.990 0.921
C 0.995 3.062 0.069
C 0.926 2.184 1.328
H 0.940 1.676 -2.872
H 1.541 0.062 -2.483
H 0.401 0.853 -1.405
H 3.277 1.702 -2.007
H 2.754 0.915 -0.522
H 3.128 4.647 -0.062
H 4.080 3.647 -1.121
H 3.568 3.196 1.854
H 5.090 3.423 1.013
H 4.210 1.910 0.824
H 0.118 2.847 -0.546
H 0.882 4.111 0.354
H 1.261 1.163 1.138
H -0.105 2.127 1.681
H 1.521 2.596 2.143
C 5.726 -0.715 -0.473
C 6.954 -1.341 0.171
N 7.843 -0.374 0.789
C 9.127 -0.940 1.165
C 9.158 -2.020 2.254
C 7.238 0.518 1.763
C 6.554 -0.107 2.986
H 6.009 0.033 -1.215
H 5.146 -1.488 -0.978
H 5.066 -0.245 0.258
H 7.519 -1.852 -0.613
H 6.624 -2.120 0.876
H 9.790 -0.121 1.460
H 9.572 -1.361 0.257
H 9.023 -1.601 3.250
H 10.130 -2.519 2.247
H 8.399 -2.786 2.097
H 6.503 1.138 1.243
H 8.001 1.225 2.101
H 5.951 -0.977 2.721
H 5.886 0.624 3.447
H 7.270 -0.408 3.749
C 7.082 2.539 -2.937
C 8.217 2.631 -1.927
N 9.524 2.345 -2.489
C 10.550 2.173 -1.477
C 10.921 3.378 -0.602
C 9.898 3.133 -3.649
C 9.940 4.661 -3.501
H 7.060 1.555 -3.409
H 6.128 2.692 -2.429
H 7.158 3.296 -3.718
H 8.029 1.894 -1.141
H 8.175 3.621 -1.444
H 11.454 1.797 -1.964
H 10.217 1.364 -0.817
H 11.536 4.099 -1.139
H 11.502 3.040 0.258
H 10.041 3.894 -0.218
H 9.206 2.888 -4.458
H 10.871 2.779 -4.000
H 9.085 5.043 -2.942
H 9.918 5.127 -4.488
H 10.849 5.000 -3.008
C -8.018 -7.277 3.983
C -7.777 -5.781 4.115
N -7.639 -5.104 2.841
C -7.155 -3.737 2.966
C -8.045 -2.718 3.687
C -8.727 -5.305 1.900
C -10.141 -4.891 2.333
H -7.223 -7.750 3.405
H -8.037 -7.735 4.973
H -8.973 -7.500 3.504
H -6.844 -5.636 4.667
H -8.577 -5.350 4.740
H -6.924 -3.362 1.966
H -6.193 -3.779 3.486
H -8.880 -2.395 3.067
H -7.461 -1.825 3.919
H -8.440 -3.103 4.629
H -8.748 -6.364 1.632
H -8.468 -4.789 0.973
H -10.362 -5.188 3.359
H -10.878 -5.373 1.687
H -10.297 -3.817 2.247
*
```

Lowest unoccupied orbital energy ... 0.074 Eh
Orbital gap ... 5.515 eV
M ... 660.156 u
HOMO energy ... -3.51 eV

=====

The lowest M belongs to which entry? C3H8ClNS